(1)
C9H23BI2O5P | wB97M-V/def2-TZVPD

Total charge: -1
Gap between HOMO and LUMO (eV): 6.3779

Last column: natural (NBO) charge in e.
CARTESIAN COORDINATES (ANGSTROEM)
C  -0.24  2.27  1.86  -0.656
C  -1.61  2.06  1.18  -0.210
I  -3.07  3.08  2.47  -0.068
C  -1.65  2.67  -0.22  -0.762
P  -0.93  1.43  -1.55  0.559
C  0.03  2.87  -2.48  -0.872
C  0.02  2.79  -3.97  0.598
O  -0.87  2.62  -4.65  -0.499
I  2.01  3.07  -4.95  -0.217
B  -0.21  0.01  -2.68  0.872
O  1.09  -0.12  -3.09  -0.922
O  -1.10  -1.01  -3.10  -0.961
H  0.42  1.45  1.54  0.235
H  0.18  3.20  1.47  0.201
H  -0.30  2.27  2.94  0.204
H  -1.84  0.99  1.18  0.217
H  -2.70  2.82  -0.46  0.214
H  -1.09  3.61  -0.15  0.189
H  0.22  1.23  -0.63  -0.231
H  -1.71  0.38  -0.85  -0.181
H  -2.07  1.66  -2.44  -0.154
H  -0.32  3.88  -2.23  0.249
H  1.08  2.85  -2.16  0.219
H  1.68  0.38  -2.51  0.491
H  -1.19  -1.67  -2.41  0.487
C  2.34  -3.66  2.75  -0.254
O  1.06  -4.13  2.37  -0.554
C  0.01  -3.26  2.77  -0.088
C  -0.48  -2.40  1.62  -0.087
O  0.52  -1.48  1.20  -0.550
C  1.19  -1.90  0.02  -0.247
H  3.08  -4.24  2.21  0.186
H  2.48  -2.61  2.51  0.185
H  2.49  -3.82  3.83  0.160
H  0.33  -2.63  3.61  0.173
H  -0.82  -3.89  3.11  0.178
H  -1.33  -1.80  1.97  0.190
H  -0.82  -3.02  0.79  0.174
H  0.55  -1.75  -0.85  0.170
H  1.50  -2.94  0.07  0.172
H  2.08  -1.28  -0.09  0.192

---

(2)
C5H7FO2 | wB97M-V/def2-TZVPD

Total charge: 0
Gap between HOMO and LUMO (eV): 10.0548
Relative energy (zero: lowest compared OMol25 entry of this formula, charge and spin) (kcal/mol): 39.57
SMILES: O=CCO/C=C\CF

Last column: natural (NBO) charge in e.
CARTESIAN COORDINATES (ANGSTROEM)
C  -1.16  -1.13  -0.27  0.002
C  -1.15  0.25  -0.75  -0.407
C  -0.58  1.34  -0.29  0.197
C  1.03  0.28  1.07  -0.227
C  1.72  -0.20  -0.18  0.384
H  -1.90  -1.77  -0.73  0.194
H  -0.18  -1.56  -0.39  0.188
H  -1.86  0.42  -1.47  0.220
H  -0.71  2.30  -0.81  0.195
H  1.88  0.67  1.75  0.241
H  0.20  -0.32  1.63  0.272
H  1.68  0.48  -1.07  0.151
O  0.35  1.51  0.61  -0.496
O  2.32  -1.27  -0.22  -0.518
F  -1.62  -1.01  1.12  -0.397

---

(3)
C27H38BN6PtS5 | wB97M-V/def2-TZVPD

<S²>: 2.013
Spin multiplicity: 3
Total charge: -1
Gap between HOMO and LUMO (spin up / spin down) (eV): 5.5764 / 6.0249
Relative energy (zero: lowest compared OMol25 entry of this formula, charge and spin) (kcal/mol): 7.51

Last column: Löwdin spin population.
CARTESIAN COORDINATES (ANGSTROEM)
Pt  0.62  -1.00  -1.28  1.059
C  -4.20  -1.27  -3.06  0.001
C  -4.71  -1.33  -1.63  0.001
C  -6.08  -0.65  -1.56  0.000
C  -4.80  -2.81  -1.23  0.000
N  -3.83  -0.66  -0.63  0.007
C  -4.10  -0.86  0.73  0.000
C  -3.07  -0.36  1.43  0.003
N  -2.17  0.18  0.55  0.007
B  -0.72  0.57  0.85  0.038
N  -0.22  -0.16  2.09  0.009
C  0.16  0.39  3.29  0.006
C  0.88  -0.52  3.96  0.001
N  0.98  -1.66  3.16  0.017
C  0.26  -1.43  2.02  0.023
S  -0.22  -2.49  0.77  0.091
C  1.94  -2.73  3.54  0.001
C  2.18  -3.78  2.45  0.001
C  1.38  -3.42  4.79  0.000
C  3.28  -2.06  3.83  0.001
N  -0.53  2.08  0.92  0.006
C  -1.54  3.02  0.94  0.001
C  -1.02  4.20  0.59  0.001
N  0.34  4.02  0.34  0.000
C  0.65  2.70  0.60  0.001
S  2.14  1.94  0.74  0.002
C  1.11  5.13  -0.29  0.000
C  1.29  6.21  0.78  0.000
C  0.28  5.65  -1.47  0.000
C  2.48  4.74  -0.83  0.000
C  -2.63  0.02  -0.73  0.019
S  -1.83  0.66  -2.05  0.054
H  -4.88  -1.87  -3.68  0.000
H  -3.20  -1.69  -3.15  0.000
H  -4.18  -0.26  -3.44  0.001
H  -6.75  -1.10  -2.29  0.000
H  -5.97  0.41  -1.80  0.000
H  -6.52  -0.74  -0.57  0.000
H  -5.38  -3.35  -1.98  0.000
H  -5.29  -2.95  -0.26  0.000
H  -3.80  -3.24  -1.18  0.000
H  -4.99  -1.34  1.07  0.000
H  -2.90  -0.35  2.50  0.000
H  -0.01  0.15  -0.09  0.017
H  -0.10  1.41  3.55  0.000
H  1.32  -0.47  4.94  0.000
H  1.28  -4.36  2.26  0.001
H  2.97  -4.45  2.80  0.000
H  2.50  -3.31  1.52  0.000
H  0.41  -3.86  4.56  0.000
H  1.26  -2.72  5.62  0.000
H  2.05  -4.22  5.11  0.000
H  3.60  -1.50  2.95  0.000
H  4.04  -2.81  4.05  0.000
H  3.23  -1.37  4.67  0.000
H  -2.56  2.75  1.19  0.000
H  -1.50  5.16  0.51  0.000
H  0.32  6.58  1.14  0.000
H  1.85  7.06  0.38  0.000
H  1.84  5.79  1.63  0.000
H  -0.67  6.07  -1.16  0.000
H  0.09  4.83  -2.16  0.000
H  0.84  6.42  -2.00  0.000
H  3.15  4.43  -0.04  0.000
H  2.90  5.60  -1.35  0.000
H  2.39  3.91  -1.54  0.000
S  2.95  -1.68  -1.06  0.241
C  3.37  -2.08  -2.70  0.032
C  4.67  -2.52  -2.97  0.008
C  5.07  -2.87  -4.25  0.014
C  4.16  -2.79  -5.30  -0.002
C  2.87  -2.35  -5.05  0.018
C  2.45  -2.00  -3.76  0.018
S  0.80  -1.50  -3.54  0.292
H  5.37  -2.58  -2.15  0.004
H  6.08  -3.22  -4.43  0.001
H  4.45  -3.06  -6.31  0.000
H  2.15  -2.28  -5.85  0.004

---

(4)
C2H8N2O3P | wB97M-V/def2-TZVPD

Total charge: -1
Gap between HOMO and LUMO (eV): 9.1721
Relative energy (zero: lowest compared OMol25 entry of this formula, charge and spin) (kcal/mol): 16.68
SMILES: NC[C@H](N)[P@@](=O)([O-])O

Last column: natural (NBO) charge in e.
CARTESIAN COORDINATES (ANGSTROEM)
C  -0.66  0.70  0.07  -0.225
C  0.86  0.30  0.13  -0.443
N  1.48  0.72  -1.20  -0.851
N  -1.54  -0.34  0.59  -0.891
O  0.03  -2.26  -0.64  -1.184
O  2.59  -1.75  -0.34  -1.163
O  0.97  -2.05  1.73  -1.033
P  1.15  -1.53  0.09  2.304
H  -0.87  1.61  0.74  0.171
H  -0.77  0.93  -1.02  0.168
H  1.42  0.96  0.88  0.214
H  0.89  0.11  -1.95  0.343
H  2.40  0.44  -1.26  0.372
H  0.02  -2.35  1.87  0.485
H  -2.51  -0.23  0.03  0.324
H  -1.16  -1.25  0.13  0.409

---

(5)
C17H35Cl22FO2 | wB97M-V/def2-TZVPD

Total charge: 0
Gap between HOMO and LUMO (eV): 9.8890
SMILES: COC[C@H](OC)[C@H](C)F.ClCCl.ClCCl.ClCCl.ClCCl.ClCCl.ClCCl.ClCCl.ClCCl.ClCCl.ClCCl.ClCCl

Last column: Löwdin charge in e.
CARTESIAN COORDINATES (ANGSTROEM)
C  -0.49  1.71  -0.74  -0.112
O  0.48  1.80  -1.78  -0.184
C  0.19  1.04  -2.92  -0.172
C  0.41  -0.50  -2.75  -0.282
O  0.78  -0.84  -1.43  -0.160
C  -0.11  -1.78  -0.84  -0.099
C  1.50  -0.96  -3.72  -0.328
C  1.03  -0.95  -5.18  -0.015
F  1.90  -2.25  -3.37  -0.012
H  -0.07  1.12  0.08  0.019
H  -1.39  1.20  -1.09  0.061
H  -0.73  2.70  -0.37  0.094
H  -0.84  1.22  -3.25  0.129
H  0.84  1.40  -3.71  0.070
H  -0.52  -1.01  -3.02  0.147
H  0.20  -1.91  0.20  0.038
H  -0.05  -2.75  -1.35  0.098
H  -1.14  -1.41  -0.85  0.068
H  2.37  -0.30  -3.60  0.134
H  -0.04  -0.78  -5.27  0.082
H  1.56  -0.21  -5.76  0.079
H  1.27  -1.92  -5.61  0.087
C  3.51  3.14  -2.29  -1.005
Cl  4.42  4.66  -2.16  0.522
Cl  3.14  2.76  -3.98  0.549
H  4.12  2.34  -1.88  0.026
H  2.58  3.22  -1.74  0.015
C  2.18  -0.34  1.78  -0.974
Cl  1.34  1.11  2.35  0.519
Cl  1.56  -1.80  2.56  0.541
H  2.03  -0.43  0.71  0.012
H  3.23  -0.24  2.02  0.029
C  -4.39  0.42  0.76  -1.000
Cl  -4.43  1.95  -0.12  0.515
Cl  -2.77  0.06  1.39  0.557
H  -5.07  0.49  1.60  0.018
H  -4.68  -0.37  0.09  0.026
C  4.91  4.87  1.52  -1.034
Cl  4.40  3.18  1.53  0.494
Cl  4.38  5.76  2.96  0.514
H  5.99  4.90  1.48  -0.044
H  4.49  5.35  0.65  -0.012
C  -1.77  -3.38  2.12  -1.022
Cl  -2.75  -3.74  0.69  0.523
Cl  -0.58  -4.64  2.44  0.527
H  -1.24  -2.45  1.95  -0.045
H  -2.43  -3.29  2.98  0.031
C  -9.04  0.15  0.07  -1.028
Cl  -8.16  -1.01  1.08  0.503
Cl  -9.04  -0.33  -1.64  0.493
H  -10.07  0.18  0.41  0.025
H  -8.57  1.12  0.16  -0.006
C  -1.23  -7.04  -0.29  -1.059
Cl  -0.44  -8.36  0.57  0.505
Cl  -1.34  -7.35  -2.03  0.510
H  -2.24  -6.93  0.10  0.014
H  -0.66  -6.14  -0.13  -0.017
C  3.87  3.53  6.10  -1.028
Cl  2.89  2.95  4.76  0.469
Cl  5.14  2.39  6.55  0.499
H  4.33  4.46  5.81  0.001
H  3.22  3.68  6.96  0.024
C  9.23  6.18  0.60  -1.012
Cl  8.91  7.92  0.52  0.511
Cl  7.96  5.23  -0.20  0.534
H  10.17  5.98  0.10  0.024
H  9.26  5.89  1.64  0.026
C  -1.77  -10.24  3.71  -1.047
Cl  -2.54  -8.79  4.37  0.492
Cl  -2.45  -11.73  4.40  0.501
H  -1.93  -10.26  2.64  0.000
H  -0.72  -10.21  3.94  0.024
C  -6.70  4.11  -2.74  -1.021
Cl  -7.48  5.61  -2.23  0.510
Cl  -7.47  2.68  -2.04  0.490
H  -6.77  4.04  -3.82  0.025
H  -5.67  4.13  -2.43  0.015

---

Calculated total energy? In order: -46109.2697 -12108.2625 -95661.9750 -20618.5578 -300501.7526 eV.